# 1
{
  "formula": "C6H12Cl6",
  "method": "ωB97M-V with the def2-TZVPD basis set",
  "lumo_ha": 0.021,
  "homo_ev": -9.70,
  "total_energy_ha": -2996.86001,
  "e_above_lowest_kcal_mol": 76.0,
  "gap_ev": 10.3,
  "species": ["Cl", "Cl", "Cl", "Cl", "Cl", "Cl", "C", "C", "C", "C", "C", "C", "H", "H", "H", "H", "H", "H", "H", "H", "H", "H", "H", "H"],
  "coordinates": [[-2.191182, 0.326214, -3.010336], [-2.165027, -1.264785, 2.641651], [2.053362, -0.464135, -1.344790], [-0.108223, 2.447348, 3.006484], [2.117938, 0.228036, -3.769928], [-0.695574, -1.431922, -0.011048], [0.899560, -1.358344, 0.839545], [0.477392, -0.063179, -2.947006], [-0.632309, 0.638970, -3.715215], [-1.544037, 0.171737, 3.472742], [1.713875, -0.195648, 0.297251], [-0.813405, 0.889035, 2.417749], [1.445167, -2.261604, 0.566528], [0.654750, -1.531730, 1.887446], [1.163280, 0.735910, 0.428178], [0.099539, 0.385866, 2.099247], [-2.435745, 0.700513, 3.809422], [0.475351, 0.286769, -1.914698], [-0.954663, -0.069910, 4.357241], [-0.518317, 1.721909, -3.763562], [0.342295, -1.144390, -2.918347], [-1.365844, 1.120789, 1.507142], [2.682989, -0.091873, 0.785258], [-0.701174, 0.224424, -4.720953]],
  "forces_ev_per_angstrom": [[-0.9005, -0.2717, 0.7901], [-0.3924, -0.7678, 0.7694], [5.0017, -1.9164, 3.2364], [-0.2842, 0.1396, 0.1933], [-1.5538, 0.3708, -1.1267], [0.6819, -0.0579, -0.4735], [-0.0108, -1.3916, -0.5445], [-2.3753, 1.2504, -2.0699], [0.8760, -0.2742, -1.4953], [-1.1282, 0.0265, 0.4808], [-0.3909, 0.0213, 2.3710], [1.8139, 1.3003, -0.8618], [-0.1621, -0.1094, -0.2027], [0.2661, 0.8838, 0.1185], [0.0740, 0.1479, -0.2000], [-0.5866, -0.2311, 0.3056], [0.2024, 0.2145, -0.0220], [-0.9904, 0.6471, -1.5027], [0.1270, -0.2080, -0.2947], [0.2761, -0.1650, 0.0173], [-0.1320, 0.2323, -0.1870], [-0.3290, -0.0948, 0.3734], [-0.2132, -0.0714, 0.4369], [0.1303, 0.3248, -0.1120]],
  "lowdin_charge": [0.5804, 0.5722, 0.6681, 0.5343, 0.4900, 0.5523, -0.5985, -0.7667, -0.6961, -0.6393, -0.6351, -0.7118, 0.0673, 0.0546, 0.0691, -0.0046, 0.0743, -0.0428, 0.0857, 0.0715, 0.0562, 0.0722, 0.0853, 0.0614]
}

# 2
{
  "formula": "C6H12ClN",
  "method": "ωB97M-V with the def2-TZVPD basis set",
  "lumo_ha": 0.034,
  "homo_ev": -9.31,
  "total_energy_ha": -750.72798,
  "e_above_lowest_kcal_mol": 28.2,
  "gap_ev": 10.2,
  "species": ["Cl", "N", "C", "C", "C", "C", "C", "C", "H", "H", "H", "H", "H", "H", "H", "H", "H", "H", "H", "H"],
  "coordinates": [[2.520727, -0.752015, -0.937212], [-2.402559, -0.989961, -0.107757], [-0.094754, 1.392640, -0.391773], [0.861878, -0.984255, -0.246916], [1.053186, 2.116763, 0.237265], [-1.600567, -0.325409, -1.120001], [1.020903, -1.218179, 1.240119], [-0.174477, 0.102474, -0.601183], [-1.907269, -1.811347, 0.218330], [1.709694, 2.553188, -0.496124], [-0.819799, 2.015797, -0.878446], [-2.462881, -0.342559, 0.727509], [1.662289, 1.419283, 0.839509], [0.427285, -1.895209, -0.708626], [-2.022749, 0.603689, -1.463906], [0.019103, -1.587132, 1.591276], [0.694243, 2.914916, 0.902375], [1.223708, -0.278346, 1.734117], [-1.513498, -1.019802, -2.017283], [1.805540, -1.914530, 1.478736]],
  "forces_ev_per_angstrom": [[-0.4496, 0.1664, -0.2407], [-0.2458, 1.2527, 1.2545], [1.6425, 1.1814, -0.0137], [-1.1641, -0.2031, -0.3275], [0.0662, -0.4840, 0.9540], [2.2562, -1.3232, -0.9231], [-1.5815, 0.0750, 0.1616], [-1.1501, -1.4041, -0.4087], [-0.1043, -0.1198, 0.0196], [0.2321, 0.2793, -0.3851], [-0.5989, 0.3142, 0.2537], [0.0315, -1.0612, -1.2019], [-0.1932, 0.5090, -0.2988], [0.7568, 0.2904, 0.1058], [-0.6761, 0.0296, -0.0564], [0.9901, 0.2209, 0.0442], [0.0971, -0.1525, -0.1947], [0.0439, 0.0958, 0.2653], [-0.1125, 0.7404, 0.9946], [0.1596, -0.4070, -0.0029]],
  "lowdin_charge": [0.5962, -0.0076, -0.1416, -0.6842, -0.0925, -0.2553, -0.1342, -0.2583, 0.0479, 0.0717, 0.0989, 0.1005, 0.0504, 0.0992, 0.0866, 0.0911, 0.0797, 0.0587, 0.1284, 0.0643]
}

# 3
{
  "formula": "C6H12ClO16S3Ti",
  "method": "ωB97M-V with the def2-TZVPD basis set",
  "lumo_ha": [-0.009, -0.018],
  "homo_ev": [-6.68, -9.21],
  "total_energy_ha": -3943.35507,
  "e_above_lowest_kcal_mol": 70.8,
  "s_squared": 3.75,
  "multiplicity": 4,
  "gap_ev": [6.4, 8.7],
  "species": ["Ti", "Cl", "S", "S", "S", "O", "O", "O", "O", "O", "O", "O", "O", "O", "O", "O", "O", "O", "O", "O", "O", "C", "C", "C", "C", "C", "C", "H", "H", "H", "H", "H", "H", "H", "H", "H", "H", "H", "H"],
  "coordinates": [[-17.179286, -0.423747, -20.130095], [-15.444692, 2.543580, -21.846398], [-20.364932, 0.420664, -18.170008], [-20.078818, 0.014836, -22.604461], [-18.650374, -2.804844, -17.578300], [-13.994844, 2.357386, -21.993570], [-19.555938, -3.884457, -18.472709], [-18.250505, -1.660437, -18.453595], [-21.290321, -0.697744, -18.004381], [-20.980720, -0.739917, -23.560441], [-19.247225, -2.470870, -16.282656], [-19.274761, 0.352716, -16.885145], [-17.416389, -3.960966, -17.485153], [-16.089328, 1.247703, -21.782750], [-20.776604, 1.462927, -22.124597], [-19.494430, -0.728771, -21.523483], [-18.909760, 0.846606, -23.399035], [-21.013415, 1.851174, -17.624319], [-15.919458, 3.419031, -22.943489], [-19.731008, 0.650421, -19.459791], [-15.702946, 3.098044, -20.523776], [-19.194990, 1.554246, -16.224004], [-17.282987, -4.742135, -18.664855], [-18.708542, -4.686246, -19.246502], [-20.566643, 2.223074, -16.354816], [-19.150332, 2.165485, -23.504974], [-20.626598, 2.384526, -23.184201], [-18.919834, 2.609159, -24.473540], [-18.964229, 1.637904, -15.162000], [-18.387879, 2.140696, -16.663036], [-18.622404, 2.729421, -22.735972], [-20.694241, 3.407904, -22.815123], [-19.255858, -5.607389, -19.446607], [-18.776955, -4.141196, -20.187966], [-20.668161, 3.252410, -16.010930], [-21.193436, 2.124724, -24.078246], [-16.504913, -4.237683, -19.237766], [-21.276370, 1.670530, -15.739133], [-16.947629, -5.733058, -18.358715]],
  "forces_ev_per_angstrom": [[-0.3233, 0.7216, -0.5205], [2.7483, 2.2939, 1.0030], [-0.5088, 0.2867, 1.6229], [-2.1597, 0.3310, -3.2763], [-0.0395, -0.8024, -0.5819], [-1.8458, -0.0787, -0.2232], [0.0205, 2.3304, 3.0864], [-0.3984, -2.6174, 1.5303], [1.8436, 2.3023, -0.4376], [2.9972, 2.7378, 3.2022], [1.7255, -1.3822, -3.3171], [-1.0561, -1.6525, -1.5215], [-0.9763, 2.5119, 1.8246], [-1.3131, -1.8777, -0.9194], [-0.6573, -2.6195, 0.7220], [-0.0357, 0.6057, -0.7935], [0.1083, -4.3809, 0.2339], [-0.0242, -0.7073, -3.1919], [-0.0620, -1.8929, 1.7334], [-0.5951, -0.0407, 2.5517], [-0.2135, 0.6198, -0.8828], [0.1390, 3.4436, 0.4655], [-0.5099, 0.6166, 0.2804], [-0.3635, 0.1724, -2.7027], [-0.1563, -2.0536, 1.5357], [-0.7229, 3.9057, 0.2027], [1.5796, -0.0547, -0.8023], [0.2965, -0.5457, -0.1255], [0.0604, -1.5662, 0.2029], [-0.1130, 0.3234, -0.4086], [0.5903, -0.1950, -0.0777], [-0.7367, -0.2836, -0.0002], [0.4155, -0.2674, 0.5850], [0.9189, -0.3851, -0.5346], [0.3231, 0.2486, -1.1533], [-0.6992, 0.1753, 0.3774], [-0.2928, -0.3266, -0.5894], [0.2276, 0.0080, 0.8813], [-0.1916, 0.0955, 0.0185]],
  "mulliken_spin": [3.0963, -0.0021, -0.0039, 0.0023, -0.0292, -0.0019, 0.0025, -0.1156, 0.0011, -0.0023, -0.0015, 0.0328, -0.0033, -0.0027, 0.0029, 0.0001, 0.0112, -0.0029, -0.0004, -0.0331, 0.0034, 0.0033, 0.0037, 0.0087, -0.0008, 0.0027, 0.0021, -0.0009, 0.0000, 0.0023, 0.0016, 0.0003, 0.0008, 0.0086, -0.0001, -0.0003, 0.0130, 0.0001, 0.0011]
}

# 4
{
  "formula": "C6H12CoO6",
  "method": "ωB97M-V with the def2-TZVPD basis set",
  "lumo_ha": [0.395, 0.372],
  "homo_ev": [5.48, 5.56],
  "total_energy_ha": -2069.14277,
  "e_above_lowest_kcal_mol": 81.5,
  "s_squared": 3.76,
  "multiplicity": 4,
  "gap_ev": [5.3, 4.6],
  "total_charge": -4,
  "species": ["Co", "O", "O", "O", "O", "O", "O", "C", "C", "C", "C", "C", "C", "H", "H", "H", "H", "H", "H", "H", "H", "H", "H", "H", "H"],
  "coordinates": [[23.236220, 16.681560, 20.400150], [24.414190, 19.108220, 21.653190], [19.382640, 16.588610, 22.416220], [20.323770, 17.118720, 19.296370], [25.242720, 14.834470, 19.461980], [23.660020, 14.278390, 21.990130], [24.430440, 19.597930, 18.425920], [18.960010, 17.159510, 19.806880], [24.262690, 20.360950, 21.034540], [18.652750, 16.462620, 21.220570], [25.540370, 13.707310, 20.291720], [24.417880, 13.257150, 21.319400], [24.746690, 20.497580, 19.500380], [24.507040, 21.514480, 19.189620], [18.698580, 15.383100, 21.076890], [18.859410, 18.226330, 20.006600], [23.232550, 20.673280, 21.205880], [23.746920, 12.570380, 20.803400], [26.399470, 14.030160, 20.879790], [18.286470, 16.838410, 19.012310], [17.614470, 16.688510, 21.463530], [24.793470, 21.099830, 21.634900], [25.817370, 12.880320, 19.637920], [25.830750, 20.611050, 19.494740], [24.740030, 12.520780, 22.055650]],
  "forces_ev_per_angstrom": [[0.8005, -0.3668, 0.4705], [-0.1566, -0.2764, -0.8122], [-0.4489, 1.1970, -1.3574], [-1.0385, -0.8737, 0.4690], [-0.8850, -0.7604, 0.8195], [1.3947, -0.6996, -1.4451], [-0.1244, 1.0876, 2.2426], [4.0420, 0.6502, 1.4136], [-0.1238, -2.3948, -0.5961], [1.4126, -0.9377, 1.2224], [-1.2725, 2.6612, 0.0205], [-1.7149, 1.9821, 0.1806], [-0.3388, -1.4294, -1.3919], [-0.9209, 1.1653, 0.0225], [-0.3434, -0.9606, -1.0440], [-0.9028, 0.7031, 0.0624], [-0.8674, 0.2717, -0.7433], [-0.8170, -0.0866, -1.1340], [0.7110, -0.3117, 0.5451], [-0.7217, -0.4527, -0.0499], [-1.3224, 0.4467, -0.3703], [0.9971, 0.7278, 0.0589], [0.1389, -0.8365, -0.0930], [1.1265, -0.3575, 0.7280], [1.3758, -0.1484, 0.7815]],
  "mulliken_spin": [2.7965, 0.0748, 0.0049, 0.0741, 0.0382, 0.0059, 0.0030, -0.0071, -0.0016, -0.0014, -0.0013, 0.0000, -0.0020, 0.0000, 0.0007, -0.0007, 0.0001, 0.0004, -0.0004, 0.0047, 0.0004, 0.0075, 0.0020, 0.0003, 0.0007]
}

# 5
{
  "formula": "C6H12F4O2S",
  "method": "ωB97M-V with the def2-TZVPD basis set",
  "lumo_ha": -0.047,
  "homo_ev": -6.94,
  "total_energy_ha": -1183.78232,
  "gap_ev": 5.7,
  "species": ["S", "F", "F", "F", "F", "O", "O", "C", "C", "C", "C", "C", "C", "H", "H", "H", "H", "H", "H", "H", "H", "H", "H", "H", "H"],
  "coordinates": [[2.334812, 2.684197, -2.110802], [0.828697, -0.814438, 1.198250], [0.417677, 4.236057, -1.497817], [-0.242142, 0.770223, 2.180277], [-0.613011, -1.291347, 2.733658], [-2.143456, -1.754416, 0.431217], [-1.087960, 0.126804, -0.478167], [0.462978, 2.173643, -0.286177], [1.211628, 3.369743, -0.799670], [-0.394386, -0.489292, 1.675081], [-1.526472, -0.454156, 0.609599], [-0.378607, -3.495384, 0.308047], [-1.483138, -2.697567, -0.378032], [-0.166672, -4.402222, -0.264177], [1.058948, 1.685771, 0.474730], [-2.267085, -3.401954, -0.670901], [-1.120351, -2.230888, -1.299241], [0.550962, -2.934559, 0.376559], [2.547233, 1.415226, -1.724090], [3.527396, 3.286627, -1.993581], [1.764518, 3.935023, -0.056622], [-0.458863, 2.517645, 0.163893], [0.195565, 1.475935, -1.075066], [-0.679152, -3.778740, 1.316826], [-2.339120, 0.068070, 1.166205]],
  "forces_ev_per_angstrom": [[-0.4755, 0.2563, -1.1413], [0.1378, 0.0070, -0.0812], [0.2571, -0.0662, 0.0001], [-0.0405, 0.0431, 0.1926], [-0.0289, 0.0534, -0.0056], [0.2580, -0.0659, 0.5874], [-0.0852, -0.1850, 0.0261], [0.4938, 0.7014, -0.2969], [-0.7457, 0.0378, 0.4658], [-0.0584, -0.2704, 0.1509], [-0.1760, 0.0874, -0.4693], [0.1298, 0.1203, -0.0335], [-0.1698, -0.2361, -0.3142], [-0.0634, -0.0109, 0.0043], [0.0588, -0.2518, 0.0473], [-0.0331, 0.0490, -0.0160], [0.0810, 0.1119, 0.0858], [-0.0024, 0.0192, 0.0455], [0.3697, 0.1240, 0.4560], [0.2451, -0.3327, 0.3747], [0.3340, 0.0590, -0.0864], [-0.1842, 0.0215, 0.0461], [-0.2409, -0.2317, 0.0726], [-0.0483, -0.0478, -0.0042], [-0.0128, 0.0073, -0.1068]],
  "lowdin_charge": [1.1485, 0.0955, -0.0181, 0.0809, 0.1255, -0.1012, -0.1883, -0.1156, -0.5501, -0.5425, -0.5068, -0.0847, -0.2855, 0.0672, 0.0873, 0.1091, 0.1049, 0.0525, 0.0120, -0.0208, 0.1304, 0.1114, 0.0648, 0.0752, 0.1485]
}